C38H72ClN6O10S | the ωB97M-V functional and the def2-TZVPD basis

Atoms and positions in Å:
C -2.836442 2.076123 -4.206388
C -3.713328 1.290126 -3.237631
O -3.150689 0.043838 -2.850954
C -2.293646 0.157904 -1.739412
C -1.710923 -1.224782 -1.441841
O -0.298325 -1.298300 -1.615733
C 0.547472 -0.782098 -0.609292
C 1.423573 -1.929149 -0.122468
C 2.123506 -2.676724 -1.244667
N 1.665118 -3.684812 -1.842722
C 1.317729 0.427393 -1.222459
C 2.857240 0.400975 -1.285604
C 3.339383 0.115753 -2.689786
O 2.747840 -0.485275 -3.511043
Cl 4.900108 0.853720 -3.046373
N 0.901769 1.609803 -0.424918
C 0.580827 2.772259 -1.303970
C 0.019735 1.207509 0.515060
N -0.538396 2.008029 1.418122
S 0.014860 3.633265 1.611267
C -1.637109 1.647831 2.364256
N -1.171980 1.376457 3.703418
N -0.232207 -0.137238 0.471688
N -0.190435 -0.809738 1.742737
C -1.205437 -1.492872 1.958470
O -2.154340 -2.096726 2.212166
H -2.177080 1.437241 -4.795662
H -2.238193 2.848707 -3.712882
H -3.477515 2.610936 -4.912304
H -3.962319 1.904471 -2.364080
H -4.659962 1.067029 -3.733726
H -1.457778 0.823154 -2.006720
H -2.851362 0.563424 -0.883196
H -2.123372 -1.915662 -2.178308
H -2.020853 -1.588809 -0.458235
H 0.794911 -2.658010 0.393053
H 2.171959 -1.563130 0.586939
H 3.127928 -2.353611 -1.518456
H 0.726342 -3.916369 -1.510908
H 0.972727 0.478577 -2.254788
H 3.226979 1.396309 -1.025425
H 3.331550 -0.280343 -0.577518
H 1.175771 2.681208 -2.209195
H 0.830844 3.714966 -0.824803
H -0.482147 2.785920 -1.552873
H -1.156933 4.190172 1.273638
H -2.250028 2.553016 2.379767
H -2.272222 0.869171 1.940073
H -0.170652 1.482408 3.781400
H -1.461222 0.474147 4.055191
C -7.023855 -0.285753 1.966436
C -6.123164 -0.949959 3.004757
C -4.737631 -0.660441 2.456426
O -4.828032 0.590653 1.767012
C -6.210178 0.952894 1.605022
H -8.015372 -0.036067 2.338095
H -7.138627 -0.937769 1.098456
H -6.232588 -0.454976 3.972814
H -6.315971 -2.013069 3.136599
H -4.431551 -1.428969 1.741886
H -3.982189 -0.580089 3.241688
H -6.432199 1.781221 2.284402
H -6.369764 1.291783 0.581896
C -6.942650 5.112624 -5.691676
C -5.633219 5.892607 -5.588572
C -5.352535 5.824637 -4.093410
O -5.896690 4.582312 -3.636501
C -6.728190 4.018605 -4.655555
H -7.139770 4.716365 -6.686106
H -7.783393 5.746705 -5.404097
H -4.845918 5.380534 -6.146298
H -5.700284 6.914514 -5.957125
H -5.845862 6.642980 -3.559190
H -4.287374 5.851534 -3.857873
H -6.207909 3.159271 -5.095466
H -7.657060 3.667855 -4.205596
C 5.784319 -5.272096 1.691650
C 4.845758 -6.114419 0.826796
C 4.101481 -5.048300 0.036641
O 5.015342 -3.956990 -0.118620
C 6.152182 -4.148539 0.735721
H 6.654962 -5.808323 2.053559
H 5.248183 -4.872516 2.555760
H 5.425145 -6.745158 0.149637
H 4.177566 -6.755756 1.400032
H 3.223871 -4.682241 0.585396
H 3.775649 -5.378517 -0.948788
H 7.013354 -4.420256 0.118051
H 6.376810 -3.211443 1.244515
C -5.049904 -0.944407 6.781847
C -4.100516 -1.631978 7.759811
C -2.748928 -1.369210 7.104494
O -2.869412 -0.122381 6.408579
C -4.243163 0.274048 6.361098
H -6.015313 -0.690373 7.215498
H -5.219087 -1.588691 5.914732
H -4.155574 -1.147500 8.736213
H -4.297064 -2.693721 7.895436
H -2.510298 -2.154361 6.377649
H -1.928630 -1.299126 7.818577
H -4.392817 1.112648 7.047511
H -4.476985 0.614466 5.349960
C 9.263511 -4.241167 5.412812
C 8.535394 -2.901821 5.316722
C 8.229184 -2.827267 3.826395
O 8.052318 -4.174367 3.384736
C 8.497007 -5.079715 4.399134
H 9.253098 -4.676232 6.410553
H 10.303396 -4.126856 5.101028
H 7.608735 -2.935876 5.893826
H 9.123807 -2.055652 5.667371
H 9.060608 -2.379146 3.272264
H 7.322286 -2.261030 3.604650
H 7.621736 -5.553835 4.857388
H 9.107405 -5.855964 3.936956
C 4.368869 3.014008 -7.357117
C 3.787452 2.518807 -6.034565
C 2.765723 3.606319 -5.726661
O 2.296717 4.088287 -6.980212
C 3.134139 3.598086 -8.032778
H 4.841262 2.231904 -7.948528
H 5.107357 3.797185 -7.173922
H 3.286672 1.558471 -6.179049
H 4.518730 2.397951 -5.237345
H 3.224554 4.435726 -5.174766
H 1.911152 3.238972 -5.150713
H 2.587408 2.830566 -8.589801
H 3.363246 4.419586 -8.711059

Forces on the atoms, in the same order (eV/Å):
0.0279 0.4738 -0.0627
-0.2785 0.1278 -0.4261
-0.0748 0.0420 0.3389
0.0753 -0.1126 -0.3709
-0.2386 -0.0819 -0.1812
-0.2027 -0.0445 0.3136
0.2538 0.0760 -0.8310
0.1370 -0.1351 0.1741
0.0552 -0.0108 -0.1150
-0.0847 0.0482 -0.0116
0.6422 -0.4982 0.2309
-0.0772 0.5200 0.0148
0.2212 0.1434 0.3019
-0.3631 -0.2534 -0.3610
0.2307 -0.1026 0.1780
-1.2740 -0.3611 -1.0776
0.2796 0.4663 0.3720
0.1100 0.1415 0.2749
-0.1037 -0.0514 -0.1385
0.2132 -0.0895 0.3376
-0.2061 0.2737 0.2103
-0.0401 -0.0402 -0.3372
0.9629 0.0590 0.7951
-0.6335 -0.1068 -0.1964
-0.4978 0.1748 -0.1479
0.8541 -0.0587 0.1514
-0.0834 -0.1264 0.1207
0.0861 -0.1682 0.0105
0.0547 -0.0066 0.0603
0.0357 -0.1244 0.0591
0.0900 -0.2055 0.0980
-0.0394 0.0911 0.2246
0.1040 0.0641 0.0338
0.0912 0.0500 0.0211
0.0741 0.0042 -0.0261
-0.0084 0.1104 0.0168
-0.1450 -0.0549 0.0899
-0.0262 -0.0272 0.0631
-0.0030 -0.0203 -0.0291
-0.2775 0.2612 0.1428
-0.0367 -0.0843 0.0652
0.0024 -0.0414 -0.1181
-0.0534 -0.0723 0.0182
0.0657 -0.1454 -0.0717
0.0738 -0.1026 -0.0749
-0.0242 0.0683 -0.0917
-0.0698 -0.1112 -0.1255
0.1330 -0.0637 -0.0537
-0.0328 -0.0345 0.1871
0.0535 0.0326 0.1094
0.1606 0.0206 -0.1069
-0.0694 0.1377 0.2025
-0.1526 -0.0094 -0.1767
0.0769 0.0119 -0.0091
-0.0711 0.0310 0.0823
0.0067 -0.0053 0.0338
-0.0016 0.0265 -0.0190
-0.0988 -0.0406 0.0010
0.0186 -0.0065 -0.0047
-0.0018 -0.0426 0.0348
0.0096 -0.0055 0.0034
-0.0222 0.0023 -0.0136
0.0467 -0.0125 -0.0183
-0.0109 0.0701 0.0475
0.0264 -0.0652 -0.0199
-0.0487 0.0381 0.0183
0.0338 -0.0292 -0.0194
0.0685 -0.0562 -0.0481
0.0165 -0.0054 -0.0043
-0.0009 -0.0030 0.0022
0.0042 0.0062 0.0007
-0.0177 0.0045 0.0046
0.0143 0.0186 -0.0164
0.0013 -0.0198 0.0191
-0.0475 -0.0171 -0.0256
0.0204 -0.0037 0.0494
-0.2095 -0.0476 -0.0810
0.0599 0.0174 -0.0081
0.0778 0.0524 0.0735
-0.0835 0.1131 -0.0026
0.0750 -0.0503 -0.0225
0.0149 -0.0173 -0.0041
0.0257 -0.0045 0.0173
-0.0097 -0.0063 -0.0037
-0.0032 0.0064 0.0054
-0.0335 -0.1201 0.0252
-0.0170 0.0225 -0.0053
0.0176 0.0012 0.0240
-0.0122 0.0146 -0.0103
-0.0059 -0.1395 -0.1215
0.0732 0.1382 0.0209
-0.0562 -0.0693 -0.0334
0.0677 -0.0836 -0.1450
0.0102 0.0785 0.0980
-0.0012 0.0237 -0.0042
-0.0482 -0.0204 0.0281
0.0382 -0.0034 0.0037
-0.0279 -0.0016 -0.0239
0.0074 -0.0225 0.0319
0.0057 0.0408 -0.0044
-0.0271 0.0039 0.0033
0.0236 0.0250 -0.0066
0.0409 0.0315 -0.0352
-0.0502 -0.0304 0.0231
0.0659 -0.0041 -0.0027
0.0530 0.0822 0.0381
-0.0419 -0.0142 0.0353
-0.0158 0.0076 0.0069
0.0002 -0.0088 -0.0037
-0.0032 0.0041 -0.0064
0.0198 -0.0072 -0.0041
-0.0025 0.0260 0.0161
-0.0100 -0.0175 -0.0175
0.0183 -0.0106 0.0171
-0.0076 0.0076 -0.0289
0.0090 0.0708 0.0454
-0.0659 -0.0477 -0.0103
0.0479 0.0320 0.0125
-0.0234 0.0125 -0.0044
-0.0034 -0.0722 -0.0107
-0.0142 -0.0173 0.0054
-0.0021 0.0028 -0.0092
0.0024 -0.0022 0.0023
0.0222 0.0654 -0.1295
0.0020 -0.0231 0.0257
-0.0170 0.0047 -0.0087
0.0190 -0.0041 -0.0118
-0.0189 0.0225 0.0164

Summary:
2S+1: 1
E_tot: -93335.31737 eV
E_HOMO: -0.403 Eh
Orbital gap: 7.97 eV
Net charge: +1
M: 840.546 g mol⁻¹